1.
The following is a DFT calculation (ωB97M-V/def2-TZVPD) of a structure of composition CHLiLuO3 in a non-equilibrium geometry.

Cartesian coordinates (Å):
O: -0.46 1.55 1.84
C: -1.53 1.18 1.94
H: -1.00 -0.54 -0.37
O: 0.14 -1.24 -1.39
O: -0.94 -1.36 -0.90
Lu: 1.79 0.81 0.00
Li: 1.99 -0.40 -1.12

Its spin multiplicity is 2. As for the charge: +2. As for the HOMO-LUMO gap (alpha / beta): 5.5 / 5.2 eV. Its molar mass is 242.92 g mol⁻¹. Its total energy is -1506.27524 hartree. As for the expectation value of S²: 0.7554.

=====

2.
The following is a DFT calculation (ωB97M-V/def2-TZVPD) of a cluster of 11 separate species, C40H80BF4O20S10 in total in a non-equilibrium geometry.

Cartesian coordinates (Å):
B: -0.53 0.48 0.45
F: 0.39 0.32 1.56
F: -1.70 1.30 0.79
F: 0.20 1.08 -0.67
F: -1.00 -0.80 0.01
C: 3.28 -3.73 0.30
C: 1.79 -3.93 0.25
C: 1.29 -2.81 -0.61
S: 2.28 -3.09 -2.10
O: 2.51 -1.81 -2.79
O: 1.75 -4.24 -2.85
C: 3.72 -3.50 -1.17
H: 3.84 -4.59 0.70
H: 3.58 -2.86 0.89
H: 1.47 -3.96 1.30
H: 1.56 -4.92 -0.24
H: 1.62 -1.82 -0.23
H: 0.21 -2.81 -0.79
H: 4.37 -2.65 -1.15
H: 4.28 -4.34 -1.55
C: 4.28 0.12 3.44
C: 5.38 0.15 4.54
C: 4.68 -0.04 5.88
S: 3.63 -1.45 5.54
O: 2.41 -1.51 6.30
O: 4.44 -2.63 5.54
C: 3.33 -1.05 3.75
H: 4.64 0.06 2.42
H: 3.74 1.06 3.55
H: 5.87 1.13 4.47
H: 6.05 -0.72 4.42
H: 4.04 0.84 6.11
H: 5.32 -0.31 6.70
H: 2.25 -0.98 3.61
H: 3.70 -1.99 3.33
C: -5.20 -0.94 -0.78
C: -4.09 -0.14 -0.09
C: -4.73 0.82 0.86
S: -6.24 1.33 0.12
O: -6.06 2.67 -0.35
O: -7.41 0.99 0.90
C: -6.21 0.16 -1.20
H: -5.60 -1.71 -0.13
H: -4.72 -1.45 -1.63
H: -3.53 0.54 -0.83
H: -3.31 -0.70 0.45
H: -4.20 1.76 0.96
H: -5.00 0.37 1.83
H: -5.75 0.67 -2.05
H: -7.23 -0.15 -1.53
C: -2.47 -2.96 -3.89
C: -1.06 -2.50 -3.62
C: -1.24 -1.11 -2.98
S: -2.45 -0.35 -4.06
O: -1.81 0.48 -5.07
O: -3.52 0.18 -3.22
C: -3.10 -1.88 -4.74
H: -2.94 -3.08 -2.91
H: -2.61 -4.00 -4.23
H: -0.39 -2.41 -4.52
H: -0.60 -3.14 -2.93
H: -0.28 -0.61 -2.93
H: -1.78 -1.12 -2.06
H: -2.70 -2.02 -5.75
H: -4.20 -1.75 -4.85
C: -1.85 2.63 -2.58
C: -3.01 3.24 -1.84
C: -2.37 3.97 -0.64
S: -1.04 4.81 -1.37
O: 0.13 4.95 -0.52
O: -1.50 6.15 -1.90
C: -0.81 3.70 -2.76
H: -2.18 2.11 -3.50
H: -1.39 1.84 -1.96
H: -3.86 2.58 -1.55
H: -3.55 4.00 -2.45
H: -1.94 3.27 0.10
H: -2.97 4.75 -0.12
H: 0.22 3.39 -2.62
H: -0.84 4.27 -3.68
C: 0.33 3.35 2.04
C: -0.79 4.20 2.75
C: -0.35 4.49 4.20
S: 1.40 4.11 4.32
O: 1.52 2.76 4.80
O: 2.09 5.24 4.85
C: 1.70 3.93 2.56
H: 0.35 3.31 0.94
H: 0.20 2.33 2.39
H: -1.77 3.70 2.69
H: -0.91 5.19 2.29
H: -0.88 3.87 4.92
H: -0.57 5.55 4.42
H: 2.53 3.25 2.53
H: 1.84 4.89 2.09
C: 2.49 2.47 -1.79
C: 3.79 2.62 -2.57
C: 4.71 1.51 -2.14
S: 4.30 1.18 -0.42
O: 5.33 1.68 0.47
O: 3.84 -0.17 -0.27
C: 2.85 2.29 -0.36
H: 1.87 1.61 -2.08
H: 1.87 3.31 -1.88
H: 4.19 3.61 -2.41
H: 3.51 2.41 -3.58
H: 5.73 1.77 -2.17
H: 4.50 0.56 -2.64
H: 3.24 3.22 0.00
H: 2.11 1.85 0.30
C: -1.04 -1.45 5.77
C: -0.82 -0.93 4.32
C: -1.69 0.37 4.17
S: -2.65 0.60 5.66
O: -3.83 -0.18 5.62
O: -2.66 2.04 5.97
C: -1.44 -0.25 6.64
H: -0.18 -1.99 6.09
H: -1.89 -2.22 5.75
H: -1.02 -1.75 3.62
H: 0.18 -0.58 4.10
H: -2.37 0.32 3.30
H: -1.09 1.26 4.13
H: -1.86 -0.42 7.63
H: -0.64 0.50 6.80
C: -3.74 -3.46 2.05
C: -2.32 -3.98 1.88
C: -2.14 -4.57 0.48
S: -3.83 -5.08 0.02
O: -3.91 -6.49 -0.28
O: -4.33 -4.18 -0.98
C: -4.62 -4.65 1.56
H: -3.95 -2.58 1.39
H: -3.88 -3.09 3.05
H: -2.14 -4.74 2.63
H: -1.63 -3.16 2.03
H: -1.48 -5.44 0.47
H: -1.92 -3.77 -0.22
H: -4.51 -5.47 2.27
H: -5.69 -4.39 1.43
C: 2.23 0.58 -6.92
C: 2.47 0.00 -5.53
C: 3.65 -0.96 -5.73
S: 4.85 -0.08 -6.65
O: 5.40 -0.87 -7.76
O: 5.76 0.69 -5.79
C: 3.63 1.13 -7.35
H: 1.44 1.34 -6.93
H: 1.82 -0.22 -7.59
H: 1.59 -0.50 -5.17
H: 2.64 0.77 -4.77
H: 3.37 -1.82 -6.37
H: 4.09 -1.34 -4.84
H: 3.84 1.17 -8.39
H: 4.00 2.06 -6.86

As for the charge: -1. As for the HOMO-LUMO gap: 9.9 eV. Its molar mass is 1288.53 g mol⁻¹. Its total energy is -7483.35095 hartree.

=====

3.
The following is a DFT calculation (ωB97M-V/def2-TZVPD) of a structure of composition C34H60BKO38 in a non-equilibrium geometry.

Cartesian coordinates (Å):
K: -7.74 6.59 0.38
O: -0.36 5.51 -1.25
C: -0.39 4.29 -1.04
O: 0.53 3.37 -1.25
B: 0.13 2.04 -0.69
O: -1.16 2.25 -0.05
C: -1.50 3.55 -0.14
O: -2.46 4.08 0.36
O: 1.14 1.44 0.25
C: 1.73 0.45 -0.31
O: 2.71 -0.23 0.01
C: 0.96 0.14 -1.63
O: 0.06 1.05 -1.78
O: 1.16 -0.84 -2.39
C: -1.74 5.21 -10.52
O: -2.17 4.43 -9.36
C: -2.14 3.13 -9.36
O: -1.72 2.37 -10.19
O: -2.54 2.81 -8.03
C: -2.44 1.49 -7.59
H: -2.55 5.24 -11.25
H: -0.92 4.73 -11.05
H: -1.47 6.24 -10.29
H: -2.99 0.83 -8.26
H: -3.03 1.56 -6.67
H: -1.47 1.14 -7.24
C: 3.91 8.20 -4.90
O: 4.65 9.44 -4.82
C: 5.99 9.31 -4.61
O: 6.68 8.29 -4.61
O: 6.44 10.52 -4.26
C: 7.86 10.56 -4.06
H: 3.71 7.82 -3.89
H: 4.35 7.45 -5.55
H: 2.93 8.45 -5.31
H: 8.19 11.60 -4.00
H: 8.44 10.08 -4.85
H: 8.19 10.13 -3.11
C: -4.95 -7.41 -4.10
O: -3.87 -8.19 -4.67
C: -2.56 -8.12 -4.25
O: -1.71 -8.97 -4.49
O: -2.37 -7.04 -3.50
C: -1.10 -6.64 -3.06
H: -5.11 -7.68 -3.06
H: -5.87 -7.59 -4.66
H: -4.77 -6.35 -4.28
H: -1.20 -5.76 -2.43
H: -0.42 -6.46 -3.90
H: -0.57 -7.43 -2.52
C: 3.55 -9.38 7.39
O: 4.39 -8.74 6.50
C: 3.89 -8.20 5.34
O: 2.81 -8.45 4.75
O: 4.73 -7.26 4.99
C: 4.30 -6.20 4.09
H: 3.16 -8.62 8.07
H: 4.13 -10.09 7.97
H: 2.77 -10.00 6.97
H: 4.04 -6.58 3.11
H: 5.05 -5.42 4.01
H: 3.42 -5.72 4.52
C: -2.12 8.15 5.64
O: -2.43 7.39 6.80
C: -1.82 7.77 7.96
O: -1.16 8.81 8.09
O: -2.13 6.83 8.84
C: -1.67 7.02 10.15
H: -2.79 7.92 4.81
H: -1.10 7.96 5.30
H: -2.10 9.23 5.80
H: -0.58 6.98 10.15
H: -2.11 6.37 10.90
H: -1.87 8.05 10.44
C: -9.98 -2.12 -5.26
O: -9.24 -1.67 -4.13
C: -7.89 -1.61 -4.08
O: -7.11 -1.82 -5.01
O: -7.60 -1.23 -2.79
C: -6.27 -0.78 -2.50
H: -10.90 -1.59 -5.47
H: -10.16 -3.19 -5.13
H: -9.43 -2.02 -6.19
H: -5.94 -0.62 -1.47
H: -6.03 0.14 -3.04
H: -5.51 -1.48 -2.84
C: 8.87 -3.73 -2.12
O: 10.19 -3.17 -2.13
C: 11.10 -3.67 -2.88
O: 11.04 -4.75 -3.45
O: 12.22 -2.89 -2.86
C: 13.37 -3.31 -3.48
H: 8.38 -3.46 -3.06
H: 8.28 -3.36 -1.29
H: 8.96 -4.79 -1.90
H: 14.11 -2.52 -3.38
H: 13.13 -3.53 -4.52
H: 13.77 -4.20 -3.00
C: -2.79 -7.93 1.80
O: -2.51 -6.53 1.61
C: -2.98 -5.60 2.48
O: -3.82 -5.81 3.36
O: -2.32 -4.49 2.26
C: -2.03 -3.59 3.30
H: -2.35 -8.41 2.67
H: -2.47 -8.43 0.89
H: -3.87 -7.87 1.95
H: -2.88 -3.22 3.87
H: -1.43 -2.82 2.80
H: -1.28 -4.00 3.97
C: -5.43 1.58 5.01
O: -6.31 0.71 4.44
C: -7.25 1.23 3.66
O: -7.38 2.41 3.31
O: -8.11 0.26 3.25
C: -9.22 0.60 2.45
H: -4.69 1.17 5.69
H: -5.99 2.28 5.63
H: -4.95 2.28 4.33
H: -9.95 1.30 2.86
H: -9.62 -0.39 2.24
H: -8.93 1.11 1.54
C: 5.50 0.05 5.46
O: 4.15 0.20 5.88
C: 3.39 1.26 5.61
O: 2.26 1.39 6.13
O: 4.13 2.31 4.87
C: 3.49 3.60 4.65
H: 5.42 0.01 4.37
H: 5.95 -0.88 5.80
H: 6.05 0.93 5.79
H: 2.93 3.98 5.50
H: 2.84 3.45 3.78
H: 4.29 4.31 4.41

As for the charge: 0. As for the HOMO-LUMO gap: 5.6 eV. Its molar mass is 1126.73 g mol⁻¹. Its total energy is -4815.49417 hartree.

=====

4.
The following is a DFT calculation (ωB97M-V/def2-TZVPD) of a structure of composition C4H2CrO2 in a non-equilibrium geometry.

Cartesian coordinates (Å):
O: -0.68 1.39 0.57
C: -1.27 0.57 -0.49
C: -2.37 -0.30 -0.07
C: -3.17 -1.17 0.33
H: -1.60 1.21 -1.34
C: 2.38 -0.76 0.47
O: 2.79 0.15 -0.30
Cr: 0.70 0.30 -0.07
H: 3.21 -1.39 0.91

Its spin multiplicity is 4. As for the charge: -1. As for the HOMO-LUMO gap (alpha / beta): 6.4 / 6.0 eV. Its molar mass is 134.05 g mol⁻¹. Its total energy is -1348.38509 hartree. As for the expectation value of S²: 4.2056.

=====

5.
The following is a DFT calculation (ωB97M-V/def2-TZVPD) of a structure of composition C36H29N10O2Sn.

Cartesian coordinates (Å):
Sn: 0.80 0.20 -0.72
C: 1.07 2.40 -4.85
C: 0.55 1.58 -5.83
C: 0.03 0.35 -5.46
C: 0.07 -0.04 -4.12
N: 0.61 0.76 -3.17
C: 1.09 1.94 -3.53
N: -0.50 -1.25 -3.84
C: -0.28 -2.00 -2.78
N: 0.63 -1.73 -1.78
C: 0.88 -2.93 -1.13
N: 1.89 -3.17 -0.35
C: 2.94 -2.33 -0.09
C: 4.11 -2.95 0.36
C: 5.25 -2.19 0.59
C: 5.18 -0.82 0.41
C: 3.97 -0.26 0.00
N: 2.88 -0.98 -0.24
C: -0.03 -3.95 -1.62
C: -0.15 -5.30 -1.32
C: -1.06 -6.03 -2.07
C: -1.81 -5.44 -3.10
C: -1.67 -4.10 -3.41
C: -0.77 -3.37 -2.65
H: 1.48 3.38 -5.09
H: 0.53 1.90 -6.87
H: -0.42 -0.32 -6.18
H: 1.53 2.55 -2.75
H: 4.10 -4.02 0.50
H: 6.17 -2.66 0.92
H: 6.04 -0.18 0.56
H: 3.89 0.81 -0.15
H: 0.45 -5.75 -0.54
H: -1.19 -7.09 -1.85
H: -2.49 -6.05 -3.67
H: -2.23 -3.65 -4.22
C: 1.80 3.27 4.55
C: 2.45 2.48 3.60
C: 1.90 2.31 2.35
C: 0.68 2.95 2.05
C: 0.02 3.74 3.01
C: 0.59 3.90 4.25
N: 0.14 2.76 0.79
N: -0.75 3.41 0.30
C: -1.54 3.05 -0.81
C: -2.27 4.08 -1.38
C: -3.13 3.77 -2.42
C: -3.23 2.45 -2.83
C: -2.43 1.49 -2.20
N: -1.58 1.78 -1.22
H: 2.23 3.39 5.53
H: 3.39 2.00 3.84
H: 2.39 1.72 1.59
H: -0.92 4.23 2.75
H: 0.09 4.50 5.00
H: -2.16 5.09 -1.00
H: -3.72 4.54 -2.90
H: -3.92 2.15 -3.60
H: -2.48 0.45 -2.51
O: -3.94 0.24 1.70
C: -3.93 -0.29 3.02
N: -3.37 0.62 3.99
C: -2.05 0.84 4.18
O: -1.60 1.77 4.84
C: -1.07 -0.12 3.55
C: -0.35 -1.01 4.35
C: 0.66 -1.76 3.76
C: 0.94 -1.58 2.42
N: 0.26 -0.72 1.65
C: -0.74 -0.03 2.21
H: -4.74 0.75 1.57
H: -3.31 -1.18 2.98
H: -4.92 -0.57 3.35
H: -3.99 1.29 4.43
H: -0.58 -1.11 5.40
H: 1.22 -2.48 4.35
H: 1.75 -2.12 1.96
H: -1.33 0.61 1.56

As for the charge: +3. As for the HOMO-LUMO gap (alpha / beta): 5.5 / 4.4 eV. Its molar mass is 752.41 g mol⁻¹. Its total energy is -2300.64513 hartree.

=====

6.
The following is a DFT calculation (ωB97M-V/def2-TZVPD) of a structure of composition C16H15CuN2O4S3 in a non-equilibrium geometry.

Cartesian coordinates (Å):
Cu: 0.15 0.69 -0.23
O: -1.47 -6.21 -0.71
S: -2.37 -5.10 -0.60
O: -3.52 -5.27 0.26
N: -1.57 -3.73 -0.24
C: -1.62 -2.85 -1.21
S: -0.93 -1.32 -1.24
C: -2.41 -3.32 -2.41
C: -2.67 -2.65 -3.60
C: -3.43 -3.30 -4.56
C: -3.91 -4.59 -4.35
C: -3.65 -5.25 -3.16
C: -2.90 -4.59 -2.21
H: -2.28 -1.65 -3.74
H: -3.64 -2.80 -5.50
H: -4.50 -5.07 -5.12
H: -4.03 -6.25 -2.98
O: -0.34 2.37 -0.88
N: 0.02 0.28 1.81
C: -0.14 0.04 2.91
C: -0.34 -0.27 4.30
C: -0.72 0.74 5.19
C: -0.92 0.43 6.52
C: -0.75 -0.87 6.97
C: -0.38 -1.87 6.08
C: -0.18 -1.58 4.75
H: -0.85 1.75 4.82
H: -1.21 1.21 7.22
H: -0.91 -1.11 8.01
H: -0.25 -2.89 6.43
H: 0.10 -2.35 4.04
C: 4.21 0.00 -1.82
S: 2.59 0.50 -1.22
C: 2.71 2.23 -1.68
O: 2.69 0.41 0.27
H: 4.97 0.59 -1.30
H: 4.27 0.14 -2.90
H: 4.33 -1.06 -1.58
H: 2.81 2.29 -2.76
H: 3.58 2.67 -1.17
H: 1.76 2.68 -1.36

Its spin multiplicity is 2. As for the charge: -1. As for the HOMO-LUMO gap (alpha / beta): 7.1 / 6.8 eV. Its molar mass is 459.05 g mol⁻¹. Its total energy is -3864.16436 hartree. As for the expectation value of S²: 0.7591.

=====

7.
The following is a DFT calculation (ωB97M-V/def2-TZVPD) of a structure of composition C9H13FNiOP in a non-equilibrium geometry.

Cartesian coordinates (Å):
O: -1.74 -3.48 0.96
C: -1.69 -3.33 -0.24
F: -2.77 -3.65 -0.90
C: -0.59 -2.81 -1.02
P: 0.46 -1.40 -0.16
C: 1.57 0.05 0.58
C: 0.88 1.32 0.32
C: -0.35 1.63 0.94
C: -0.99 2.83 0.71
C: -0.42 3.75 -0.17
C: 0.78 3.46 -0.80
C: 1.43 2.26 -0.57
H: 0.04 -3.63 -1.36
H: -1.02 -2.37 -1.93
H: -0.44 -1.24 0.97
H: 1.23 -2.42 0.54
H: 1.44 -1.46 -1.28
H: -0.29 -0.42 -0.96
H: 2.55 0.04 0.12
H: 1.66 -0.15 1.65
H: -0.80 0.92 1.62
H: -1.92 3.03 1.21
H: -0.94 4.68 -0.35
H: 1.23 4.17 -1.48
H: 2.37 2.04 -1.05
Ni: -1.94 -3.54 2.86

Its spin multiplicity is 3. As for the charge: +1. As for the HOMO-LUMO gap (alpha / beta): 6.3 / 5.4 eV. Its molar mass is 245.87 g mol⁻¹. Its total energy is -2375.02213 hartree. As for the expectation value of S²: 2.0205.